105
Properties=species:S:1:pos:R:3:mulliken_charge:R:1 method="wB97M-V/def2-TZVPD" multiplicity=1 mol_weight_g_mol=1075.17 orbital_gap_ev="5.50 / 5.50" lumo_energy_ev="-0.91 / -0.91" relative_energy_kj_mol=299.8 total_charge=0
Ir -0.696 -0.403 0.194 2.371
C -1.839 -5.383 -3.993 -0.824
C -0.840 -6.024 -3.235 -0.766
C -0.153 -5.356 -2.247 -0.414
C -0.470 -4.018 -2.003 0.154
C -0.027 -3.081 -1.020 -0.452
N -0.715 -1.908 -1.199 0.536
C -1.529 -2.060 -2.265 -1.188
N -2.578 -1.084 -2.575 1.296
C -2.287 0.328 -2.268 -1.440
C -2.731 1.442 -2.996 0.713
C -3.262 1.655 -4.281 -0.869
C -3.574 2.941 -4.654 -0.785
C -3.366 4.034 -3.791 -0.781
C -2.839 3.851 -2.532 -0.443
C -2.521 2.554 -2.126 0.214
C -2.007 2.031 -0.899 -0.422
N -1.845 2.736 0.236 -0.525
C -1.299 2.273 1.321 -0.156
N -0.524 1.151 1.437 -0.367
C -0.117 1.002 2.723 -0.162
N 0.665 0.051 3.194 -0.612
C 1.029 -1.025 2.523 -0.212
N 0.546 -1.444 1.326 0.726
C 1.167 -2.610 0.950 -0.572
N 0.896 -3.354 -0.079 -0.300
C 2.142 -2.959 1.973 0.385
C 3.053 -3.996 2.097 -0.129
C 3.814 -4.055 3.254 -0.709
C 3.667 -3.112 4.273 -0.737
C 2.773 -2.061 4.143 -0.395
C 2.024 -1.986 2.979 0.655
C -0.668 2.096 3.515 0.276
C -0.625 2.392 4.867 -0.245
C -1.340 3.492 5.316 -0.670
C -2.079 4.285 4.437 -0.645
C -2.114 4.000 3.080 -0.387
C -1.402 2.902 2.631 0.247
N -1.863 0.680 -1.036 0.817
C -1.466 -3.362 -2.781 0.743
C -2.151 -4.060 -3.791 -0.659
H -2.380 -5.944 -4.744 0.410
H -0.621 -7.067 -3.427 0.416
H 0.612 -5.849 -1.662 0.567
H -3.440 0.834 -4.968 0.450
H -3.987 3.121 -5.638 0.432
H -3.626 5.028 -4.131 0.405
H -2.669 4.681 -1.861 0.541
H 3.163 -4.731 1.311 0.572
H 4.531 -4.857 3.378 0.432
H 4.262 -3.202 5.172 0.420
H 2.641 -1.324 4.924 0.557
H -0.062 1.776 5.555 0.556
H -1.338 3.743 6.369 0.410
H -2.640 5.126 4.823 0.422
H -2.691 4.596 2.386 0.555
H -2.928 -3.580 -4.377 0.417
N -2.228 -0.818 1.751 -1.041
P -3.378 -1.828 1.957 0.564
C -2.843 -3.569 2.061 0.307
C -3.534 -4.637 1.499 -0.319
C -2.946 -5.894 1.465 -0.774
C -1.668 -6.078 1.973 -0.611
C -0.984 -5.020 2.555 -0.589
C -1.572 -3.766 2.597 -0.569
C -4.480 -1.816 0.479 0.242
C -5.709 -1.229 0.227 -0.554
C -6.009 -0.797 -1.067 -0.899
C -5.040 -0.782 -2.058 -0.911
C -3.806 -1.353 -1.769 0.810
C -3.592 -1.972 -0.576 -0.963
C -4.351 -1.419 3.422 0.435
C -4.494 -2.281 4.504 -0.334
C -5.056 -1.811 5.682 -0.736
C -5.451 -0.486 5.788 -0.477
C -5.302 0.379 4.711 -0.739
C -4.751 -0.086 3.530 -0.470
H -4.522 -4.484 1.083 0.485
H -3.477 -6.726 1.021 0.403
H -1.206 -7.055 1.910 0.430
H 0.009 -5.166 2.964 0.477
H -1.050 -2.913 3.015 0.646
H -6.434 -1.091 1.021 0.520
H -6.982 -0.370 -1.273 0.422
H -5.230 -0.286 -3.003 0.399
H -2.785 -1.146 -3.572 0.814
H -2.660 -2.469 -0.358 0.240
H -4.174 -3.312 4.419 0.423
H -5.175 -2.476 6.527 0.411
H -5.863 -0.119 6.719 0.381
H -5.601 1.415 4.799 0.429
H -4.603 0.569 2.680 0.451
N 4.318 0.179 -3.838 -0.504
C 3.300 0.268 -2.937 1.072
C 3.484 -0.064 -1.588 -0.998
C 2.429 0.066 -0.715 -0.475
N 1.216 0.489 -1.079 -0.007
C 1.047 0.835 -2.356 -0.467
C 2.037 0.749 -3.308 -1.040
H 5.156 -0.312 -3.586 0.202
H 4.116 0.274 -4.816 0.202
H 4.440 -0.426 -1.236 0.367
H 2.554 -0.175 0.334 0.616
H 0.067 1.214 -2.625 0.527
H 1.838 1.041 -4.331 0.373

107
Properties=species:S:1:pos:R:3:mulliken_charge:R:1 method="wB97M-V/def2-TZVPD" multiplicity=1 mol_weight_g_mol=1032.71 orbital_gap_ev=7.17 lumo_energy_ev=-5.85 relative_energy_kj_mol=0.0 total_charge=+2
Ti 0.090 -0.556 0.402 -0.047
O -0.328 0.039 2.193 -0.250
S -0.584 1.584 2.365 1.902
C 0.305 2.095 3.780 -0.540
C -0.343 2.617 4.880 0.068
C 0.342 3.186 5.963 -1.605
C 1.705 3.236 5.899 0.123
C 2.706 3.793 6.872 -0.705
C 4.085 3.529 6.221 -0.961
C 3.764 2.909 4.889 0.080
C 4.579 2.507 3.870 -1.193
C 3.977 1.929 2.744 -0.402
C 2.609 1.744 2.578 0.323
P 2.262 0.861 1.000 2.605
C 2.846 1.889 -0.371 0.627
C 2.618 1.409 -1.665 -1.002
C 3.009 2.156 -2.764 -0.683
C 3.620 3.390 -2.586 -0.965
C 3.846 3.870 -1.306 -0.685
C 3.461 3.125 -0.201 -0.616
C 3.413 -0.537 1.159 0.581
C 3.171 -1.435 2.202 -0.936
C 3.967 -2.559 2.346 -0.630
C 5.010 -2.787 1.456 -0.581
C 5.252 -1.895 0.424 -0.836
C 4.451 -0.770 0.266 -0.231
C 1.737 2.162 3.638 -1.573
C 2.373 2.737 4.758 1.408
C -2.300 1.640 2.660 0.189
C -2.879 1.125 3.807 -0.093
C -4.240 1.309 4.092 -1.552
C -4.983 2.071 3.222 -0.111
C -6.420 2.520 3.271 -0.832
C -6.605 3.413 2.015 -0.784
C -5.305 3.291 1.262 0.471
C -4.884 3.784 0.059 -1.348
C -3.601 3.420 -0.401 0.319
C -2.712 2.633 0.312 -0.335
P -1.203 2.043 -0.574 1.591
C -1.799 1.640 -2.251 0.626
C -0.878 1.715 -3.297 -0.715
C -1.250 1.372 -4.587 -0.828
C -2.534 0.917 -4.845 -0.884
C -3.446 0.806 -3.805 -0.817
C -3.084 1.168 -2.515 -0.971
C -0.330 3.643 -0.800 1.444
C -0.556 4.432 -1.927 -0.903
C -0.028 5.712 -2.011 -0.901
C 0.719 6.232 -0.965 -0.799
C 0.948 5.456 0.161 -0.886
C 0.435 4.171 0.240 -0.389
C -3.079 2.263 1.640 -1.586
C -4.399 2.534 2.028 1.206
H -1.421 2.622 4.909 0.773
H -0.213 3.578 6.805 0.488
H 2.528 4.859 7.021 0.296
H 2.609 3.320 7.850 0.342
H 4.666 4.443 6.100 0.340
H 4.691 2.848 6.820 0.295
H 5.655 2.605 3.914 0.538
H 4.639 1.584 1.958 0.613
H 2.160 0.440 -1.820 0.452
H 2.844 1.769 -3.762 0.544
H 3.925 3.973 -3.445 0.430
H 4.320 4.832 -1.163 0.456
H 3.625 3.526 0.790 0.498
H 2.365 -1.254 2.909 0.395
H 3.775 -3.257 3.150 0.495
H 5.630 -3.667 1.566 0.430
H 6.061 -2.076 -0.270 0.481
H 4.639 -0.086 -0.551 0.409
H -2.261 0.586 4.514 0.850
H -4.662 0.894 4.997 0.505
H -7.083 1.653 3.247 0.328
H -6.638 3.053 4.196 0.360
H -7.455 3.102 1.407 0.345
H -6.782 4.453 2.292 0.316
H -5.515 4.406 -0.562 0.489
H -3.316 3.752 -1.391 0.587
H 0.130 2.068 -3.108 0.561
H -0.532 1.456 -5.393 0.491
H -2.825 0.652 -5.853 0.448
H -4.449 0.449 -3.999 0.508
H -3.814 1.084 -1.721 0.562
H -1.150 4.061 -2.752 0.473
H -0.213 6.307 -2.896 0.493
H 1.120 7.234 -1.027 0.445
H 1.533 5.848 0.983 0.503
H 0.640 3.592 1.129 0.340
O -5.009 -2.921 -2.247 -0.527
C -3.922 -2.340 -1.752 0.669
C -3.863 -1.734 -0.492 -0.769
C -2.679 -1.167 -0.108 -0.820
N -1.560 -1.150 -0.862 0.700
C -1.633 -1.741 -2.067 -0.142
Br -0.129 -1.803 -3.189 0.010
C -2.780 -2.334 -2.546 -0.769
H -5.740 -2.926 -1.616 0.332
H -4.715 -1.716 0.174 0.489
H -2.608 -0.697 0.871 0.607
H -2.796 -2.796 -3.522 0.576
O 0.683 -4.339 1.171 -0.524
C 0.700 -3.231 0.765 0.325
O -0.105 -2.222 1.159 -0.095
C 1.674 -2.696 -0.328 0.629
O 2.544 -3.284 -0.859 -0.472
O 1.336 -1.390 -0.570 0.515